This record from OMol25 describes C14H20BrNO in the gas phase at a distorted geometry. The level of theory is wB97M-V/def2-TZVPD.

Structure (XYZ):
```
37
Properties=species:S:1:pos:R:3:nbo_charge:R:1
C 3.732 -3.246 1.935 -0.63
C 2.718 -2.051 1.778 0.12
C 1.365 -2.236 2.621 -0.65
O 2.327 -1.962 0.429 -0.52
C 1.653 -0.876 0.015 0.28
C 0.314 -0.536 0.388 -0.25
C -0.382 0.652 0.160 0.00
C 0.295 1.614 -0.638 0.01
C 1.665 1.375 -1.060 -0.23
C 2.349 0.138 -0.754 -0.11
Br 4.142 -0.129 -1.437 0.05
C -0.325 3.018 -0.953 -0.25
C -1.147 3.068 -2.323 -0.62
C -1.208 3.639 0.130 -0.22
N -0.966 3.162 1.487 -0.67
C -1.456 1.824 1.972 -0.19
C -1.664 0.845 0.784 -0.45
H 4.357 -3.291 1.030 0.23
H 3.168 -4.202 2.043 0.21
H 4.454 -3.110 2.735 0.22
H 3.177 -1.128 2.179 0.18
H 0.619 -2.766 2.078 0.21
H 1.512 -2.829 3.527 0.21
H 0.859 -1.350 2.965 0.21
H -0.293 -1.188 0.946 0.20
H 2.276 2.154 -1.602 0.23
H 0.598 3.689 -1.057 0.21
H -1.982 2.293 -2.480 0.21
H -0.452 2.978 -3.185 0.21
H -1.564 4.012 -2.560 0.21
H -1.083 4.693 0.060 0.21
H -2.272 3.426 -0.033 0.18
H -0.041 3.503 1.871 0.37
H -2.307 1.939 2.623 0.19
H -0.655 1.400 2.616 0.19
H -2.330 1.247 0.120 0.22
H -1.873 -0.188 1.170 0.22
```

Lowest unoccupied orbital energy ... 0.83 eV
Structure (SMILES) ... CC(C)Oc1cc2c(cc1Br)[C@@H](C)CNCC2
Energy above the lowest of the compared OMol25 structures with the same formula, charge and spin ... 71.4 kcal per mole
Electronic energy ... -3249.39463 a.u.
Molecular weight ... 298.22 g mol⁻¹

---

This record from OMol25 describes a molecular structure, C14H20ClF6N4NaO4S3Si at a distorted geometry. The level of theory is wB97M-V/def2-TZVPD.

Structure (XYZ):
```
54
Properties=species:S:1:pos:R:3:nbo_charge:R:1
Na 1.571 -0.051 0.746 0.82
F 4.641 3.351 0.396 -0.30
C 3.973 3.549 1.526 0.73
F 4.729 3.115 2.544 -0.32
F 3.791 4.861 1.694 -0.32
S 2.329 2.640 1.545 2.23
O 2.564 1.490 2.371 -0.93
O 1.374 3.625 1.963 -0.94
N 2.095 2.098 0.064 -1.23
S 1.673 3.135 -1.071 2.25
O 2.207 4.456 -0.896 -0.94
O 1.785 2.487 -2.341 -0.93
C -0.182 3.345 -0.849 0.71
F -0.481 4.546 -0.349 -0.32
F -0.697 2.413 -0.047 -0.31
F -0.795 3.241 -2.040 -0.33
C -3.509 -0.103 3.740 -1.10
Si -2.938 -1.699 2.911 1.62
C -3.079 -3.076 4.196 -1.10
C -4.187 -2.091 1.546 -1.10
C -1.272 -1.548 2.254 -0.91
C -0.131 -1.442 1.792 -0.34
H -4.523 -0.200 4.140 0.21
H -3.496 0.725 3.028 0.23
H -2.838 0.162 4.559 0.23
H -4.096 -3.149 4.593 0.21
H -2.396 -2.889 5.027 0.23
H -2.807 -4.037 3.757 0.23
H -5.200 -2.195 1.949 0.21
H -3.920 -3.020 1.038 0.23
H -4.198 -1.294 0.799 0.23
N 3.158 -3.378 1.291 -1.10
H 2.907 -3.180 0.324 0.37
H 3.735 -2.570 1.514 0.37
H 2.292 -3.215 1.802 0.36
Cl 5.311 -1.608 -1.232 -0.34
C 4.061 -0.443 -0.314 -0.87
H 3.937 0.316 -1.105 0.13
H 4.757 0.050 0.386 0.13
N -2.848 -0.387 -5.006 -0.77
C -1.542 -0.702 -5.141 0.13
S -0.896 -1.093 -6.604 -0.19
C -0.768 -0.673 -3.860 -0.12
C -1.414 -0.741 -2.626 -0.26
C -0.653 -0.661 -1.470 0.05
N 0.668 -0.506 -1.493 -0.42
C 1.289 -0.467 -2.665 0.08
C 0.615 -0.558 -3.876 -0.20
H -3.375 -0.277 -5.856 0.40
H -3.148 0.140 -4.202 0.40
H -2.481 -0.899 -2.532 0.20
H -1.107 -0.737 -0.487 0.24
H 2.365 -0.350 -2.620 0.24
H 1.153 -0.507 -4.811 0.23
```

Lowest unoccupied orbital energy ... 3.61 eV
Energy above the lowest of the compared OMol25 structures with the same formula, charge and spin ... 13.7 kcal per mole
Electronic energy ... -3771.23554 a.u.
Molecular weight ... 605.06 g mol⁻¹
Net charge ... -2

---

This record from OMol25 describes a molecular structure, C14H20CsF12NO3S2 at a distorted geometry. The level of theory is wB97M-V/def2-TZVPD.

Structure (XYZ):
```
53
Properties=species:S:1:pos:R:3:lowdin_spin:R:1
C -2.158 -0.087 -3.574 0.00
C -1.208 -0.615 -2.371 0.02
C 0.293 -0.498 -2.972 0.00
C -1.454 0.385 -1.150 0.02
C -1.127 -0.208 0.306 0.00
C -0.366 0.878 1.208 0.00
C 1.220 0.868 1.078 0.00
C 1.785 1.677 2.359 0.00
F 1.571 0.775 3.446 0.00
F 1.014 2.807 2.676 0.00
C 3.359 1.927 2.332 0.00
F 3.790 1.937 3.676 0.00
F 4.005 0.776 1.744 0.00
S 3.957 3.469 1.467 0.00
F 2.660 3.579 0.461 0.00
F 3.344 4.508 2.581 0.00
F 5.380 3.391 2.410 0.00
F 4.767 2.436 0.349 0.00
F 4.610 4.792 0.676 0.00
S -2.799 -0.445 1.144 0.00
O -2.661 -1.452 2.266 0.00
O -3.891 -0.783 0.188 0.01
C -3.356 1.148 2.008 0.00
F -2.851 1.278 3.296 0.00
F -3.194 2.288 1.211 0.00
F -4.751 0.994 2.161 0.00
C -0.343 -1.583 0.113 0.01
C -1.001 -2.624 -0.910 0.02
C -1.971 -3.624 -0.107 0.00
C 0.226 -3.559 -1.435 0.01
N -1.609 -2.027 -2.130 0.32
O -2.894 -2.230 -2.226 0.58
H -3.216 0.141 -3.196 0.00
H -2.301 -0.916 -4.353 0.00
H -1.762 0.858 -4.060 0.00
H 1.094 -0.804 -2.230 0.00
H 0.482 0.539 -3.421 0.00
H 0.337 -1.273 -3.818 0.00
H -0.745 1.276 -1.320 0.00
H -2.503 0.810 -1.265 0.00
H -0.630 0.628 2.297 0.00
H -0.714 1.948 1.035 0.00
H 1.707 -0.153 1.143 0.00
H 1.538 1.331 0.093 0.00
H -0.283 -2.103 1.136 0.00
H 0.748 -1.453 -0.212 0.00
H -1.375 -3.948 0.820 0.00
H -2.129 -4.550 -0.745 0.00
H -2.956 -3.163 0.200 0.00
H 0.607 -3.192 -2.453 0.00
H -0.181 -4.605 -1.608 0.00
H 1.065 -3.611 -0.671 0.00
Cs 6.869 2.063 0.345 0.00
```

Lowest unoccupied orbital energy (spin up / spin down) ... -5.79 / -5.79 eV
Energy above the lowest of the compared OMol25 structures with the same formula, charge and spin ... 102.2 kcal per mole
Multiplicity ... 2
Electronic energy ... -2840.27475 a.u.
Expectation value of S² ... 0.754
Molecular weight ... 675.33 g mol⁻¹
Net charge ... +1

---

This record from OMol25 describes a molecular structure, C14H20IrN3O3S at a distorted geometry. The level of theory is wB97M-V/def2-TZVPD.

Structure (XYZ):
```
42
Properties=species:S:1:pos:R:3:lowdin_spin:R:1
Ir -0.085 -0.053 0.097 0.36
O -1.280 1.254 0.948 0.07
N -1.984 2.108 0.194 0.04
C -2.750 3.030 0.798 -0.01
C -3.472 3.910 0.019 0.06
C -3.407 3.836 -1.375 -0.02
C -2.614 2.871 -1.966 0.04
C -1.897 2.005 -1.143 0.02
S -0.858 0.781 -1.741 0.34
H -2.750 3.019 1.879 0.00
H -4.086 4.652 0.512 0.00
H -3.972 4.524 -1.990 0.00
H -2.535 2.772 -3.041 0.00
C 1.463 -2.791 -0.129 0.00
O 1.346 -1.399 -0.576 0.00
C 2.593 -0.710 -0.889 0.00
C 2.897 0.196 0.257 0.00
O 1.749 1.085 0.402 0.04
C 1.919 2.423 -0.164 0.01
H 2.214 -3.281 -0.741 0.00
H 0.499 -3.262 -0.284 0.00
H 1.746 -2.835 0.922 0.00
H 2.404 -0.133 -1.796 0.00
H 3.399 -1.415 -1.083 0.00
H 3.817 0.756 0.093 0.00
H 2.982 -0.356 1.193 0.00
H 2.856 2.840 0.197 0.00
H 1.089 3.024 0.196 0.00
H 1.933 2.382 -1.253 0.00
N -2.247 -2.360 -1.082 0.02
C -2.001 -2.422 0.234 0.01
C -2.576 -3.430 1.038 0.00
C -2.327 -3.465 2.378 0.00
C -1.482 -2.499 2.975 0.01
C -0.928 -1.565 2.172 0.00
N -1.171 -1.527 0.819 0.01
H -2.871 -3.024 -1.513 0.00
H -1.839 -1.655 -1.667 0.00
H -3.206 -4.174 0.567 0.00
H -2.772 -4.241 2.988 0.00
H -1.282 -2.493 4.036 0.00
H -0.264 -0.797 2.577 0.00
```

Lowest unoccupied orbital energy (spin up / spin down) ... -12.23 / -13.35 eV
Energy above the lowest of the compared OMol25 structures with the same formula, charge and spin ... 11.2 kcal per mole
Multiplicity ... 2
Electronic energy ... -1436.84983 a.u.
Expectation value of S² ... 0.765
Molecular weight ... 502.62 g mol⁻¹
Net charge ... +3

---

This record from OMol25 describes a molecular structure, C14H20LiO10S at a distorted geometry. The level of theory is wB97M-V/def2-TZVPD.

Structure (XYZ):
```
46
Properties=species:S:1:pos:R:3:nbo_charge:R:1
Li 0.371 -1.201 0.777 0.90
S 1.341 -3.872 -0.851 2.65
O 0.182 -4.792 -1.062 -1.11
O 0.867 -2.713 -0.074 -1.25
O 2.313 -4.514 0.045 -1.11
O 1.896 -3.412 -2.010 -1.09
C 0.325 -2.805 3.300 -0.27
O -0.553 -2.060 2.591 -0.75
H 0.632 -3.699 2.693 0.23
H -0.103 -3.041 4.224 0.14
H 1.122 -2.309 3.777 0.18
H -1.429 -2.475 2.608 0.48
C -2.503 -0.543 0.313 -0.24
O -1.222 -0.133 -0.039 -0.72
H -3.261 -0.187 -0.209 0.17
H -2.810 -0.414 1.243 0.16
H -2.458 -1.742 0.178 0.18
H -1.335 0.314 -0.788 0.48
C -0.917 2.166 3.309 -0.25
C -0.010 1.062 3.139 -0.25
C 0.994 1.188 2.268 0.27
C 1.412 2.414 1.699 -0.24
C 0.709 3.568 2.101 -0.24
C -0.491 3.391 2.786 0.24
O -1.230 4.475 3.095 -0.70
O 1.759 0.142 1.861 -0.73
H -1.690 1.936 3.952 0.22
H -0.175 0.165 3.688 0.24
H 2.188 2.472 0.824 0.23
H 0.855 4.644 1.612 0.23
H -2.064 4.401 2.653 0.48
H 2.519 0.246 1.233 0.52
C -0.831 -0.030 -4.171 -0.28
C -0.008 -0.793 -3.290 -0.22
C 1.061 -0.014 -2.598 0.29
C 1.299 1.332 -2.962 -0.29
C 0.458 2.028 -3.924 -0.28
C -0.541 1.301 -4.528 0.26
O -1.270 1.840 -5.465 -0.72
O 1.829 -0.778 -1.733 -0.68
H -1.733 -0.519 -4.558 0.20
H -0.290 -1.793 -3.191 0.25
H 1.891 1.965 -2.221 0.21
H 0.787 2.970 -4.278 0.21
H -1.596 1.447 -6.314 0.50
H 1.703 -1.619 -1.681 0.52
```

Lowest unoccupied orbital energy ... 1.91 eV
Energy above the lowest of the compared OMol25 structures with the same formula, charge and spin ... 33.6 kcal per mole
Electronic energy ... -1703.53294 a.u.
Molecular weight ... 387.31 g mol⁻¹
Net charge ... -1

---

- electronic energy of number 4 (C14H20IrN3O3S)?
  -1436.84983 a.u.

---

- Which of these has the highest electronic energy?
  C14H20IrN3O3S

---

Repeat the fourth record exactly.
This record from OMol25 describes a molecular structure, C14H20IrN3O3S at a distorted geometry. The level of theory is wB97M-V/def2-TZVPD.

Structure (XYZ):
```
42
Properties=species:S:1:pos:R:3:lowdin_spin:R:1
Ir -0.085 -0.053 0.097 0.36
O -1.280 1.254 0.948 0.07
N -1.984 2.108 0.194 0.04
C -2.750 3.030 0.798 -0.01
C -3.472 3.910 0.019 0.06
C -3.407 3.836 -1.375 -0.02
C -2.614 2.871 -1.966 0.04
C -1.897 2.005 -1.143 0.02
S -0.858 0.781 -1.741 0.34
H -2.750 3.019 1.879 0.00
H -4.086 4.652 0.512 0.00
H -3.972 4.524 -1.990 0.00
H -2.535 2.772 -3.041 0.00
C 1.463 -2.791 -0.129 0.00
O 1.346 -1.399 -0.576 0.00
C 2.593 -0.710 -0.889 0.00
C 2.897 0.196 0.257 0.00
O 1.749 1.085 0.402 0.04
C 1.919 2.423 -0.164 0.01
H 2.214 -3.281 -0.741 0.00
H 0.499 -3.262 -0.284 0.00
H 1.746 -2.835 0.922 0.00
H 2.404 -0.133 -1.796 0.00
H 3.399 -1.415 -1.083 0.00
H 3.817 0.756 0.093 0.00
H 2.982 -0.356 1.193 0.00
H 2.856 2.840 0.197 0.00
H 1.089 3.024 0.196 0.00
H 1.933 2.382 -1.253 0.00
N -2.247 -2.360 -1.082 0.02
C -2.001 -2.422 0.234 0.01
C -2.576 -3.430 1.038 0.00
C -2.327 -3.465 2.378 0.00
C -1.482 -2.499 2.975 0.01
C -0.928 -1.565 2.172 0.00
N -1.171 -1.527 0.819 0.01
H -2.871 -3.024 -1.513 0.00
H -1.839 -1.655 -1.667 0.00
H -3.206 -4.174 0.567 0.00
H -2.772 -4.241 2.988 0.00
H -1.282 -2.493 4.036 0.00
H -0.264 -0.797 2.577 0.00
```

Lowest unoccupied orbital energy (spin up / spin down) ... -12.23 / -13.35 eV
Energy above the lowest of the compared OMol25 structures with the same formula, charge and spin ... 11.2 kcal per mole
Multiplicity ... 2
Electronic energy ... -1436.84983 a.u.
Expectation value of S² ... 0.765
Molecular weight ... 502.62 g mol⁻¹
Net charge ... +3